[1]
92
Properties=species:S:1:pos:R:3:mulliken_charge:R:1 method="wB97M-V/def2-TZVPD" homo_lumo_gap_ev=9.9612 relative_energy_ev=6.0294 lumo_energy_ev=2.3848 charge=-1
B -0.0686 0.1197 -0.2126 0.3406
F 1.1494 -0.2813 0.4614 -0.4955
F 0.3274 0.2957 -1.5286 -0.6315
F -0.8526 -1.0223 -0.1236 0.0865
F -0.6186 1.2447 0.3924 -0.0547
C 0.7584 1.4967 3.3784 0.0274
C 1.6234 0.9247 4.5344 0.1195
N 2.1494 0.3857 5.4054 -0.5467
H 0.3444 2.4487 3.6414 0.5421
H 1.3144 1.7367 2.4704 -0.1866
H -0.1066 0.6327 3.0054 -0.0481
C 2.7304 0.0847 -4.2386 -0.0692
C 2.5914 0.8087 -5.6196 0.1520
N 2.4884 1.3327 -6.6156 -0.4737
H 1.5694 -0.3423 -3.9956 -0.2253
H 3.4064 -0.6783 -4.4166 0.5844
H 3.0324 0.7247 -3.3606 0.0387
C 3.3714 -1.8203 2.8084 -0.4148
C 4.5224 -2.2543 2.0894 0.1910
N 5.4854 -2.6283 1.5024 -0.5007
H 3.5814 -1.2973 3.4694 0.6079
H 2.6754 -1.2653 2.0804 -0.0592
H 2.7094 -2.6613 3.5394 0.1447
C -0.1756 -3.4713 -2.6796 -0.1014
C 0.8624 -3.2143 -3.7486 0.1649
N 1.6234 -3.0153 -4.6706 -0.4992
H -1.0566 -3.9473 -2.9916 0.3275
H 0.2674 -4.0433 -1.7606 0.2738
H -0.3816 -2.5293 -2.1216 -0.1462
C -4.4826 0.0567 3.2614 -1.2145
C -3.0696 -0.6243 2.9894 1.1825
O -2.4166 -1.0233 4.1054 -0.6520
H -4.6386 0.5897 2.1904 0.1591
H -4.5256 0.6507 4.0864 0.4404
H -5.0496 -0.7223 3.7264 0.3852
H -2.3156 0.1137 2.4814 -0.4515
H -3.1386 -1.5523 2.4534 -0.2276
H -1.5256 -1.1903 3.9794 0.3882
C 0.5904 5.9447 1.0644 -1.7724
C 0.5074 4.6117 0.4964 0.8164
O -0.4166 3.8217 1.2684 -0.5104
H 1.2194 6.5507 0.5714 0.4533
H 0.6534 5.8797 2.1954 0.3305
H -0.3876 6.3957 0.9294 0.3909
H 1.4734 4.3507 0.9434 0.0996
H 0.2844 4.6647 -0.5876 0.0104
H -0.3706 3.0767 0.9144 0.2284
C 5.4114 2.1247 -0.7726 -1.2722
C 4.1254 1.5117 -0.0286 0.4594
O 3.5364 0.4997 -0.8406 -0.5144
H 5.1624 2.5277 -1.7206 0.3660
H 6.3924 1.5197 -0.6686 0.2815
H 5.5504 3.0617 -0.1976 0.3742
H 3.3314 2.1527 0.1904 -0.0780
H 4.4394 0.8927 0.9464 0.0656
H 2.7104 0.2787 -0.5506 0.2309
C 0.6944 3.7957 -4.2316 -1.2624
C 0.1254 2.8427 -3.2766 -0.9040
O 1.1984 2.5247 -2.4076 -0.3554
H 1.4884 3.2137 -4.6736 0.1596
H 1.2794 4.6527 -3.8386 0.3026
H -0.1006 4.0447 -4.9556 0.3218
H -0.0226 2.1037 -3.7546 0.8394
H -0.5986 3.2687 -2.7596 0.5001
H 0.9964 1.8237 -2.0086 0.5840
C -1.1466 -4.0053 3.6504 -1.4924
C -0.1896 -3.2913 2.8824 0.5234
O -0.3476 -1.9733 2.7024 0.2406
H -2.2176 -3.8563 3.3704 0.2672
H -1.0106 -3.6653 4.7004 0.4267
H -0.8006 -5.2203 3.6204 0.2773
H -0.3356 -3.7243 1.7214 0.0481
H 0.7214 -3.5433 3.4764 -0.0070
H 0.1534 -1.9113 2.0114 -0.2834
C -3.8466 1.1627 -0.5096 -0.6347
C -3.1406 0.8327 -1.8216 0.2252
O -2.9106 -0.5753 -1.9996 -0.5617
H -4.7106 0.6917 -0.2676 0.5467
H -4.0816 2.3257 -0.6226 0.2391
H -3.1716 0.8927 0.2534 -0.3475
H -2.3486 1.6557 -1.9576 -0.2631
H -3.8476 0.9687 -2.6716 0.4511
H -2.0996 -0.5503 -1.5856 0.0555
C -2.8606 -3.9363 0.0014 -0.4566
C -3.3656 -4.2233 -1.4326 -0.3579
O -2.8806 -5.4413 -1.9666 -0.5502
H -3.2176 -4.8453 0.4454 0.4294
H -3.2946 -3.0953 0.4834 0.1792
H -1.8386 -3.7993 -0.0926 -0.1122
H -2.9266 -3.4803 -2.1006 0.2120
H -4.5376 -4.3023 -1.6106 0.2784
H -3.1806 -5.2853 -2.8926 0.3636

---

[2]
92
Properties=species:S:1:pos:R:3:mulliken_charge:R:1 method="wB97M-V/def2-TZVPD" homo_lumo_gap_ev=6.6376 lumo_energy_ev=2.2033 charge=-1
B 4.6123 1.4944 -3.8576 0.3405
C 3.2818 0.5940 -4.2235 -0.3077
O 2.5039 1.0827 -5.3546 -0.3409
C 1.9275 2.3046 -5.1214 -0.5708
O 0.5546 2.2912 -5.5799 -0.3612
C -0.4194 2.5308 -4.6026 -1.1982
C -0.6369 1.3909 -3.6402 0.7928
O -1.4268 0.3457 -4.2130 -0.4254
H 5.2061 1.7916 -4.8851 -0.2359
H 4.2436 2.5053 -3.2508 -0.2546
H 5.3190 0.8589 -3.0780 -0.2721
H 3.6089 -0.3995 -4.5205 0.1997
H 2.6446 0.4451 -3.3432 -0.0322
H 2.4242 3.0673 -5.7190 0.2361
H 1.9594 2.5830 -4.0706 0.4501
H -0.2424 3.4544 -4.0458 0.3876
H -1.3598 2.6618 -5.1361 0.4889
H 0.2930 0.9812 -3.2566 -0.2180
H -1.1913 1.7651 -2.7830 0.1189
H -1.2564 0.3750 -5.1687 0.2765
C -0.4740 0.5228 -0.0456 -1.1837
C 0.8353 -0.1687 0.2387 0.8031
O 1.8951 0.2785 -0.1576 -0.7189
N 0.7877 -1.3288 0.9578 -0.0074
C -0.3774 -1.9913 1.5120 -0.9348
H -0.2719 1.4204 -0.6192 0.1965
H -1.1252 -0.1285 -0.6311 0.3442
H -0.9784 0.8035 0.8808 0.3262
H 1.6914 -1.7499 1.1041 0.3017
H -0.2803 -2.0725 2.5975 0.2031
H -0.4706 -2.9972 1.0963 0.3397
H -1.2806 -1.4353 1.2862 0.3355
C -6.4733 -1.1440 -1.9770 -1.3347
C -5.1953 -0.3393 -2.0527 0.8822
O -4.9806 0.5973 -1.2971 -0.6727
N -4.2927 -0.7009 -2.9947 -0.0083
C -4.3724 -1.7774 -3.9619 -0.5330
H -7.0888 -0.7379 -1.1804 0.3025
H -7.0251 -1.0810 -2.9158 0.3586
H -6.2562 -2.1900 -1.7578 0.3325
H -3.4529 -0.1364 -3.0045 0.0859
H -3.5402 -2.4604 -3.8013 -0.1370
H -4.3017 -1.3665 -4.9715 0.2456
H -5.2996 -2.3315 -3.8672 0.3972
C 3.3364 0.4097 2.6458 -0.6111
C 4.3397 -0.2358 3.5635 0.5674
O 4.0532 -1.1822 4.2886 -0.6963
N 5.5954 0.2789 3.5707 -0.1367
C 6.1119 1.3835 2.7817 -0.8203
H 2.3818 -0.0941 2.7570 -0.4019
H 3.2070 1.4613 2.9062 0.3849
H 3.6471 0.3323 1.6034 0.5585
H 6.2202 -0.1892 4.2071 0.2515
H 6.9405 1.0428 2.1596 0.2878
H 6.4743 2.1749 3.4411 0.2733
H 5.3418 1.7901 2.1365 0.3320
C -1.0024 -3.7880 -3.3406 -1.2500
C -1.9782 -4.9403 -3.3867 0.7215
O -3.0848 -4.8741 -2.8737 -0.6662
N -1.5802 -6.0725 -4.0276 -0.1574
C -0.3148 -6.3298 -4.6896 -0.8028
H -1.4578 -2.9648 -2.7993 0.2314
H -0.0859 -4.0777 -2.8258 0.4779
H -0.7539 -3.4471 -4.3461 0.3646
H -2.2746 -6.8022 -4.0230 0.2418
H -0.4834 -6.5584 -5.7434 0.2710
H 0.1834 -7.1831 -4.2259 0.2738
H 0.3379 -5.4671 -4.6215 0.3252
C -1.8731 -0.9829 5.8687 -1.6435
C -1.1940 -0.0713 4.8722 1.0815
O -1.8456 0.5752 4.0478 -0.7881
N 0.1420 0.0282 4.9269 0.2843
C 1.0620 -0.6242 5.8393 -1.0410
H -2.9448 -0.9452 5.6981 0.3685
H -1.5331 -2.0112 5.7434 0.3677
H -1.6668 -0.6589 6.8893 0.3642
H 0.5333 0.6639 4.2467 0.0329
H 1.6147 0.1306 6.4015 0.2647
H 1.7754 -1.2104 5.2586 0.3231
H 0.5398 -1.2749 6.5336 0.3800
C 0.5199 5.0483 5.0577 -1.5584
C 0.0671 3.6640 4.6592 0.8758
O 0.8420 2.7209 4.5759 -0.5941
N -1.2432 3.4732 4.3811 0.0604
C -2.3164 4.4454 4.4143 -1.0017
H 1.5896 5.0229 5.2399 0.3097
H 0.3166 5.7630 4.2599 0.3795
H 0.0149 5.3724 5.9686 0.3856
H -1.4672 2.5167 4.1103 0.1469
H -3.0836 4.1286 5.1234 0.2905
H -2.7735 4.5276 3.4270 0.3088
H -1.9488 5.4224 4.7112 0.3843

---

[3]
93
Properties=species:S:1:pos:R:3:mulliken_charge:R:1 method="wB97M-V/def2-TZVPD" homo_lumo_gap_ev=9.0921 smiles="CCOC(=O)OC.CCOC(=O)OC.CCOC(=O)OC.COCCNCCOC.CO.CO.CO.CO" lumo_energy_ev=0.4891
C 3.3445 -3.4703 -6.2707 -0.5782
C 4.1707 -2.2085 -6.4861 -0.3440
O 4.1797 -1.3987 -5.3207 -0.3366
C 3.3145 -0.3784 -5.1586 0.7340
O 2.7018 0.2094 -6.0375 -0.5894
O 3.1558 -0.2525 -3.7903 -0.3517
C 2.0510 0.4841 -3.3083 -0.3173
H 3.7991 -4.2175 -5.6201 0.2930
H 3.0825 -3.9307 -7.2233 0.3656
H 2.3672 -3.2679 -5.8327 -0.0918
H 3.9599 -1.5200 -7.3044 0.3585
H 5.2308 -2.4261 -6.6159 0.2665
H 1.9712 0.7111 -2.2452 0.3470
H 1.1211 0.0457 -3.6705 -0.0889
H 2.0041 1.4718 -3.7670 0.3364
C -4.4420 4.1405 5.1281 -1.0683
C -3.7852 5.3113 4.2636 -0.2400
O -3.2719 4.9803 3.0305 -0.3644
C -2.0811 4.4488 2.9180 0.7527
O -1.2255 4.2196 3.7180 -0.5555
O -1.9852 4.0535 1.6321 -0.3600
C -0.7221 3.6018 1.0520 -0.1671
H -5.1390 4.5414 5.8640 0.3666
H -3.5565 3.6970 5.5835 0.2852
H -5.0184 3.4595 4.5019 0.2942
H -2.9741 5.8174 4.7871 0.3285
H -4.6133 6.0169 4.1960 0.3036
H 0.1247 4.1461 1.4701 0.3826
H -0.6650 3.7644 -0.0243 0.2013
H -0.4925 2.5527 1.2379 -0.1334
C -5.2482 -1.9178 -0.3691 -1.1597
C -3.8909 -1.8662 -1.0546 -0.0804
O -2.9455 -2.0825 0.0440 -0.2883
C -1.6058 -1.9677 -0.1883 0.7404
O -1.0944 -2.2640 -1.2962 -0.7716
O -1.0743 -1.4568 1.0283 -0.3031
C 0.3810 -1.3646 1.0225 0.0400
H -5.4001 -2.6791 0.3961 0.3108
H -5.9023 -2.2139 -1.1892 0.3494
H -5.4126 -0.8776 -0.0878 0.2763
H -3.7514 -0.8603 -1.4507 0.2718
H -3.9988 -2.5640 -1.8850 0.2743
H 0.6125 -1.6253 2.0552 -0.1928
H 0.8146 -0.4464 0.6263 0.0391
H 0.8646 -2.0718 0.3486 0.3404
C 1.5163 0.9677 3.0834 -0.2670
O 2.3485 -0.2320 3.3245 -0.3569
C 2.5348 -0.5374 4.7105 -0.5855
C 1.3244 -1.1070 5.3466 -0.6417
N 1.3986 -2.4730 5.8386 -0.5474
C 1.3646 -3.5345 4.7553 -0.5661
C 2.0301 -4.7986 5.2157 -0.5562
O 3.2117 -4.5141 6.0553 -0.3559
C 3.9162 -5.6664 6.3706 -0.7732
H 1.0785 1.0269 2.0870 -0.4009
H 2.1528 1.8066 3.3650 0.4447
H 0.6083 1.0037 3.6853 0.3634
H 2.8768 0.3031 5.3144 0.3770
H 3.4249 -1.1626 4.7805 0.4260
H 0.4197 -0.9079 4.7722 0.4199
H 1.0978 -0.3333 6.0801 0.3573
H 2.3384 -2.7251 6.1093 0.3859
H 1.9221 -3.0610 3.9472 0.1964
H 0.3389 -3.5206 4.3867 0.3783
H 2.2591 -5.3623 4.3113 0.3705
H 1.3359 -5.4699 5.7212 0.4391
H 4.7972 -5.3956 6.9524 0.2590
H 4.3585 -6.0716 5.4605 0.3069
H 3.2503 -6.3721 6.8674 0.3063
C 0.3115 -2.5360 -4.6132 -0.7011
O -0.7285 -1.6940 -4.1287 -0.3827
H 0.4109 -2.4353 -5.6940 0.2894
H 1.2361 -2.3645 -4.0621 0.2817
H 0.1077 -3.5431 -4.2492 0.3266
H -0.8432 -1.9457 -3.2094 0.2695
C -0.4690 1.6230 -1.6185 0.4304
O 0.4276 2.7336 -1.9573 -0.5071
H -0.2603 0.7477 -2.2336 -0.2136
H -0.2193 1.3712 -0.5878 -0.5238
H -1.5277 1.8091 -1.7991 0.4985
H -0.0777 3.2103 -2.6199 0.3623
C -1.7311 2.1549 -5.5521 -0.3218
O -1.6643 2.8803 -6.8002 -0.5574
H -0.8784 2.3426 -4.8996 -0.0158
H -2.5955 2.2219 -4.8915 0.2908
H -1.7690 1.0885 -5.7747 0.3064
H -0.7810 2.8783 -7.1760 0.3072
C -1.7901 4.8356 -2.2477 -0.5097
O -0.9182 4.6084 -3.2847 -0.5243
H -1.4620 5.5466 -1.4894 0.2709
H -2.7685 5.0710 -2.6665 0.3754
H -1.9970 3.8950 -1.7372 0.0884
H -0.8726 5.2930 -3.9561 0.3042

---

[4]
121
Properties=species:S:1:pos:R:3:mulliken_charge:R:1 method="wB97M-V/def2-TZVPD" homo_lumo_gap_ev=6.5292 relative_energy_ev=3.1391 lumo_energy_ev=1.1791 charge=-1
C -2.1705 3.0815 4.7540 -0.6817
C -3.4289 2.4499 3.9860 -0.1469
O -4.3803 3.4295 3.4867 -0.3679
C -4.7590 3.1363 2.1205 -0.2455
C -5.5768 1.7663 1.9310 -0.3995
O -5.4999 1.2330 0.5884 -0.3386
C -4.4200 0.2732 0.4524 -0.1977
C -4.6990 -0.5685 -0.8925 -0.4223
O -3.5884 -0.4282 -1.8081 -0.1407
C -3.3583 -1.6767 -2.5591 -0.6322
Nb -1.4546 -2.5928 -1.6774 -0.1000
C -1.5457 -4.4055 -3.1233 -0.9320
C -0.6364 -5.5502 -2.4394 0.0010
C -0.8969 -7.0297 -3.0277 -0.5641
S -0.0636 -8.2134 -1.8121 1.0488
O -1.0619 -8.7738 -0.8389 -0.6163
O 0.9304 -7.3736 -1.0154 -0.5832
O 0.8497 -9.3820 -2.6173 -0.4696
C -0.1700 -1.4542 -3.1820 -0.4366
O 1.2621 -1.4733 -2.8625 -0.0531
N 1.5453 -0.6164 -1.8432 -0.1253
O 2.4530 -1.0945 -1.2108 -0.2309
O 0.3603 -3.3013 -0.7850 -0.4841
C 0.0946 -3.7804 0.5596 0.4451
N -0.1233 -4.6006 1.4324 -0.5800
H -2.2773 3.1346 5.8920 0.2753
H -1.2274 2.4536 4.5287 0.2580
H -1.9632 4.1383 4.3309 0.0887
H -3.9989 1.7774 4.7359 0.2597
H -3.0404 1.7699 3.1507 0.2009
H -3.8809 3.1462 1.3787 0.1972
H -5.4678 3.9929 1.7966 0.2723
H -6.6985 1.9685 2.1437 0.2175
H -5.2698 0.9332 2.6533 0.3465
H -3.4170 0.8337 0.3967 0.1863
H -4.3549 -0.4740 1.3205 0.2358
H -5.6411 -0.2066 -1.4663 0.1413
H -4.9114 -1.6478 -0.5665 0.2658
H -4.2193 -2.4282 -2.4496 0.4563
H -3.1935 -1.4785 -3.6888 0.1720
H -1.3906 -1.2292 -0.4388 0.0871
H -2.4168 -3.6468 -0.5100 0.0473
H -2.6560 -4.7364 -3.1960 0.4089
H -1.1868 -4.1068 -4.1819 0.1290
H 0.4667 -5.2900 -2.5646 0.2377
H -0.9523 -5.5920 -1.3265 0.2721
H -2.0100 -7.2930 -3.0407 0.4768
H -0.4358 -7.1463 -4.0639 0.2443
H 1.5537 -8.8394 -3.0724 0.3478
H -0.4924 -0.3373 -3.1461 0.3224
H -0.3541 -1.7893 -4.2659 0.2316
C 4.3327 0.3178 0.7379 -0.6379
N 4.1068 1.1368 1.9583 1.0345
O 4.8268 2.1136 2.1237 -0.5576
O 3.2167 0.7754 2.7100 -0.5723
H 5.1490 0.7548 0.1685 0.2175
H 4.5855 -0.6908 1.0613 0.2646
H 3.4105 0.3283 0.1595 0.3036
C 5.2124 3.5045 5.0211 -0.4442
N 4.9801 4.3192 6.2429 0.9314
O 5.6952 5.2940 6.4133 -0.5571
O 4.0853 3.9512 6.9907 -0.5378
H 6.0305 3.9456 4.4550 0.3070
H 5.4664 2.4947 5.3424 0.0459
H 4.2916 3.5146 4.4392 0.2621
C 4.7529 0.6647 7.9933 -0.6561
N 5.7175 -0.0674 7.1315 0.8860
O 6.5540 0.5959 6.5362 -0.5334
O 5.6021 -1.2799 7.0824 -0.5292
H 4.9729 1.7295 7.9410 0.2392
H 3.7522 0.4589 7.6149 0.2849
H 4.8753 0.2951 9.0108 0.2990
C 5.3117 -3.0810 -1.5438 -0.7235
N 5.7182 -1.7985 -2.1751 0.9026
O 6.1776 -1.8483 -3.3061 -0.5725
O 5.5610 -0.7863 -1.5129 -0.4572
H 5.5062 -3.8930 -2.2421 0.2995
H 5.9026 -3.2024 -0.6364 0.2861
H 4.2470 -3.0125 -1.3174 0.2286
C -4.1272 7.1528 5.8185 -0.7970
N -3.5029 6.6767 4.5572 0.8399
O -2.5368 5.9365 4.6545 -0.4811
O -4.0048 7.0626 3.5147 -0.5289
H -3.5805 6.7326 6.6610 0.3199
H -4.0683 8.2407 5.8239 0.2913
H -5.1620 6.8123 5.8215 0.3030
C 0.7290 6.1901 2.7396 -0.7329
N -0.1618 5.4609 1.8004 0.8638
O -0.0298 5.6911 0.6081 -0.5487
O -0.9607 4.6847 2.2939 -0.4446
H 1.3847 6.8428 2.1659 0.3020
H 0.0950 6.7710 3.4089 0.2299
H 1.3072 5.4470 3.2877 0.2898
C -4.1814 1.4013 -5.3732 -0.6134
N -3.6373 0.1781 -6.0179 0.9202
O -2.4305 0.1244 -6.1927 -0.5451
O -4.4425 -0.6877 -6.3265 -0.5420
H -3.3581 2.0793 -5.1553 0.3310
H -4.8804 1.8558 -6.0712 0.2947
H -4.6815 1.0943 -4.4551 0.1799
C -8.5316 1.0547 -6.9493 -0.7080
N -8.1623 1.9593 -5.8295 0.8409
O -6.9734 2.0871 -5.5813 -0.4973
O -9.0776 2.5081 -5.2398 -0.5187
H -7.6218 0.6385 -7.3790 0.2821
H -9.1610 0.2653 -6.5399 0.2844
H -9.0706 1.6483 -7.6869 0.2879
C 8.3306 2.4737 -0.6757 -0.7178
N 8.4840 1.6364 0.5423 0.8524
O 9.4787 1.8180 1.2274 -0.5354
O 7.6007 0.8274 0.7664 -0.4475
H 9.1844 3.1449 -0.7498 0.3120
H 8.2914 1.8024 -1.5331 0.2763
H 7.4040 3.0375 -0.5718 0.2611
C 3.4160 -6.6942 -5.9373 -0.8170
N 2.7207 -7.1108 -4.6918 0.8865
O 1.5288 -6.8630 -4.6040 -0.4762
O 3.3954 -7.6731 -3.8442 -0.5399
H 2.6966 -6.2102 -6.5955 0.3355
H 4.2081 -6.0013 -5.6552 0.2791
H 3.8222 -7.5917 -6.4024 0.2892